No. 1
Here is a molecular structure, C14H24LiN3O4S from the Open Molecules 2025 dataset. Energies are from ωB97M-V with the def2-TZVPD basis set.

Atoms and positions in Å:
C -0.89833 5.29104 1.27010
Li 0.25824 -2.23801 -0.17068
C 0.45361 4.30308 -0.60799
H 4.54789 0.80292 0.72344
H 0.50342 5.28946 -1.05357
C -3.11028 -3.24003 0.12074
H 3.92956 0.31619 -1.54396
O 1.95768 0.94210 -2.87851
H -1.01627 5.11596 2.33861
N -1.14739 -2.38700 1.33145
C 3.57148 0.34411 0.56473
O 1.89304 -2.76482 0.60381
S 1.76024 0.63085 -1.49075
H -2.29313 -1.29571 -2.68355
H -1.75294 -0.97132 -1.04827
O 0.98501 -0.54848 -1.18139
H -0.32858 6.20968 1.13208
H -0.73967 -1.66540 1.91992
C -2.60884 -2.36820 1.27272
H -1.89205 5.45213 0.84709
H 4.06689 -1.17862 1.97320
H -2.92915 -1.33366 1.12084
H 1.58185 3.36206 -2.18469
C -2.02621 -1.77617 -1.73695
H 2.85122 0.88896 1.17561
C 2.15971 -1.66689 1.16049
C -0.22147 4.12779 0.59953
H -3.06358 -2.70225 2.21150
C 3.57922 -1.11692 0.99700
H -4.06115 -1.78016 -1.13286
H -1.13911 -3.57258 -2.23312
N -0.86131 -2.66215 -1.88675
H -0.20795 -2.26897 -2.55481
H -0.81113 -3.26658 1.71054
C 0.31936 1.76829 0.53274
O 1.35463 -0.95596 1.80579
C -0.27380 2.85502 1.15832
H -0.78308 2.70865 2.10338
N 3.24969 0.58704 -0.84714
H -4.08659 -3.65717 0.37711
H -2.42954 -4.09053 0.01857
H 0.30364 0.78093 0.97963
H -3.57614 -3.23297 -1.97842
H 4.13906 -1.73496 0.29468
C -3.25332 -2.51269 -1.21867
C 1.06154 3.23660 -1.24488
C 0.98402 1.97535 -0.66665

Results
- Frontier orbital gap: 9.36 eV
- Highest occupied orbital energy: -8.8 eV
- Energy relative to the best compared isomer or geometry (same formula, charge and spin): 1.7 kJ/mol
- Multiplicity: 1
- LUMO energy: 0.0202 hartree

Here are the Löwdin charges for atoms 1 to 6, given in e: atom 1 (C): -0.048, atom 2 (Li): 0.610, atom 3 (C): -0.033, atom 4 (H): 0.118, atom 5 (H): 0.116, atom 6 (C): -0.204

---

No. 2
Here is a molecular structure, C14H30ClN4O7SSr from the Open Molecules 2025 dataset. Energies are from ωB97M-V with the def2-TZVPD basis set.

Atoms and positions in Å:
H 2.70892 1.63571 -0.83498
N 0.12254 1.32996 2.93633
C 1.63476 3.38960 -0.19323
H 1.70362 3.74460 -1.22077
C -0.46894 3.49211 1.72481
C -0.80281 2.45460 2.79515
C -4.95429 0.17068 0.39263
H -2.28828 -0.06215 -2.77986
O -0.58984 -1.97306 2.59385
H 1.79730 4.25991 0.44086
O -0.68445 -0.70424 -1.65647
H -0.02116 -1.42488 -3.48544
C 0.02491 -1.66595 -2.41735
C -2.07294 -0.71115 -1.92547
C -4.92420 -0.61793 -1.93810
Sr 0.29043 -0.21542 0.69968
C 1.72408 -3.65805 -3.38221
H 1.14404 -3.22542 -4.19637
C -2.82651 -0.21955 -0.69006
H 0.35805 4.13326 2.02046
H -5.71620 -0.59035 0.56023
O -2.21770 0.11959 0.32938
H -0.32533 0.63804 3.52923
N 2.24248 -2.63405 -2.48316
H 2.56923 -4.17885 -3.82337
Cl 0.50498 -2.76309 2.05599
H -5.44451 1.13037 0.22438
H 1.11405 -4.38916 -2.84821
H 3.13568 0.74278 1.24052
N -4.15886 -0.19931 -0.77300
H 4.29703 -2.56194 -2.91970
N 2.43719 1.47889 1.20587
H 1.85390 0.61920 3.79857
H 1.42207 2.22925 4.37599
H 3.81866 -3.76684 -1.70566
H -5.75410 0.07330 -2.07827
H 2.14539 3.23930 2.28196
O 0.66890 -3.99501 2.72569
H -0.40684 -2.66010 -2.26695
H -1.77609 2.02086 2.55661
C 2.42441 2.20817 2.47944
H -4.31274 0.23715 1.26367
C 1.45801 1.58798 3.48610
C 3.63813 -2.75714 -2.07318
H -0.91918 3.00550 3.73899
H -4.32860 -0.60607 -2.84509
C 2.69337 2.30670 0.02554
H -5.33131 -1.62055 -1.79262
O 1.90459 -0.81354 -1.18167
S -0.09646 2.87179 0.04392
H -2.41511 -1.72180 -2.16812
O 1.69441 -1.92027 2.14000
H 3.67057 2.80553 0.06681
H 3.41700 2.24885 2.93865
C 1.48115 -1.67105 -1.96826
O 0.23135 -2.94136 0.63460
H 3.84337 -2.04666 -1.28119
H -1.33814 4.14129 1.62287

Results
- Frontier orbital gap: 9.76 eV
- Highest occupied orbital energy: -11.9 eV
- Multiplicity: 1
- Total charge: +1
- LUMO energy: -0.0770 hartree

Here are the Löwdin charges for atoms 1 to 6, given in e: atom 1 (H): 0.103, atom 2 (N): -0.147, atom 3 (C): -0.441, atom 4 (H): 0.079, atom 5 (C): -0.428, atom 6 (C): -0.258

---

No. 3
Here is 3 unconnected molecules or ions with the total composition C12H30O3P in a non-equilibrium geometry from the Open Molecules 2025 dataset. Energies are from ωB97M-V with the def2-TZVPD basis set.

Atoms and positions in Å:
C -1.71452 5.42454 -0.57259
H 4.16936 -4.96739 1.28998
H -2.88291 0.14478 1.83862
O 5.17321 -3.32386 -0.59151
C -2.74524 0.99892 1.18095
C 5.01131 -5.63680 -1.27017
C 5.25264 -4.99593 1.14997
H 5.36256 -6.65214 -1.07231
H -5.27704 0.80098 0.49295
H -0.07445 4.40065 0.39098
H 0.84667 -0.50862 1.26117
H -1.08390 -1.14168 0.87778
O -1.82868 4.45753 -1.61348
C -3.23414 0.60689 -0.18964
H -3.74480 5.19860 0.13178
H -3.55281 6.42768 -1.11521
C 0.59403 -2.50086 -0.12517
H -4.62456 -0.81898 0.53107
H -1.08501 6.22002 -0.97592
H -0.92244 5.54784 1.44437
H -5.10325 -0.14878 -1.00350
H 5.27646 -5.36849 -2.29342
H -3.01533 6.76054 0.54211
C 0.86609 -3.67916 -0.26512
C -0.54516 1.17791 0.21180
H -2.35554 3.72383 -1.27796
C -1.05086 4.80942 0.64905
H -3.41577 1.77021 1.56067
H 6.69632 -4.62884 -0.39842
H -2.65633 -0.18145 -0.64802
H 0.36633 1.71920 0.43754
H 0.76796 -4.70424 -0.42295
H -0.73872 -0.84473 -1.18652
H 5.61064 -5.99371 1.41423
H 1.17799 -0.21046 -0.73770
H 4.21144 -3.28914 -0.50217
P 0.01611 -0.64839 0.05566
H -3.26138 1.45798 -0.85713
O -1.43273 1.48296 1.29260
C 5.61024 -4.64087 -0.28661
H -1.64825 3.97968 1.03536
C -3.08546 5.99205 -0.23028
H 5.68899 -4.27385 1.84069
H -0.87154 1.59054 -0.74418
C -4.66829 0.09329 -0.04697
H 3.92078 -5.62766 -1.20234

Results
- Frontier orbital gap: 6.72 eV
- Highest occupied orbital energy: -3.7 eV
- Multiplicity: 1
- Total charge: -1
- LUMO energy: 0.1107 hartree

Here are the Löwdin charges for atoms 1 to 6, given in e: atom 1 (C): -0.498, atom 2 (H): 0.080, atom 3 (H): 0.106, atom 4 (O): -0.054, atom 5 (C): -0.290, atom 6 (C): -0.068